(1)
# C18H110IO48P

A cluster of 43 separate species, C18H110IO48P in total in a non-equilibrium geometry (ωB97M-V with the def2-TZVPD basis set, the Open Molecules 2025 dataset).

Last column: Mulliken charge in e.
Atoms and positions in Å:
C: -1.33 6.74 -2.61  -1.06
C: -1.26 5.25 -1.96  0.35
O: -2.22 5.08 -0.86  -0.46
P: -2.28 3.41 -0.47  0.59
O: -0.98 2.75 -1.03  -0.41
C: -2.21 3.08 1.42  -0.65
C: -1.69 1.56 1.58  -0.08
C: -2.38 0.74 2.78  -0.92
C: -1.32 -0.34 3.32  -0.23
I: 0.01 0.78 4.64  0.23
C: -0.50 -1.24 2.24  -0.12
C: 0.04 -2.34 3.27  0.36
C: 0.37 -3.82 2.77  -0.51
O: 1.71 -3.94 2.20  -0.53
C: 1.63 -3.95 0.77  0.86
C: 2.23 -2.70 0.04  0.09
C: 2.10 -2.68 -1.52  -0.16
C: 1.41 -3.80 -2.37  -0.44
C: 0.84 -5.05 -1.63  -0.60
C: 0.96 -5.08 -0.07  -0.10
O: -1.08 -2.54 4.19  -0.33
C: -2.15 -1.60 3.95  0.53
O: -3.37 -1.72 4.16  -0.70
O: -3.67 2.60 -1.02  -0.31
C: -3.75 2.59 -2.48  0.25
C: -4.52 1.22 -2.88  -0.85
H: -0.56 6.75 -3.47  0.30
H: -1.05 7.54 -1.83  0.21
H: -2.38 6.91 -3.03  0.32
H: -0.19 5.15 -1.55  -0.07
H: -1.49 4.53 -2.81  0.32
H: -3.31 3.19 1.78  0.39
H: -1.55 3.86 1.96  0.34
H: -0.56 1.61 1.72  0.10
H: -1.89 0.98 0.61  0.24
H: -2.74 1.47 3.57  0.45
H: -3.33 0.25 2.33  0.23
H: -1.13 -1.69 1.40  0.13
H: 0.44 -0.69 1.86  0.33
H: 0.89 -2.04 3.97  0.00
H: 0.32 -4.61 3.61  0.11
H: -0.46 -4.14 2.02  0.17
H: 2.74 -1.84 0.58  -0.13
H: 2.51 -1.79 -2.08  0.18
H: 1.32 -3.72 -3.51  0.42
H: 0.34 -5.91 -2.19  0.26
H: 0.54 -5.96 0.53  0.19
H: -2.75 2.70 -3.01  -0.04
H: -4.44 3.47 -2.77  0.25
H: -4.05 0.31 -2.37  0.16
H: -5.60 1.30 -2.49  0.21
H: -4.51 1.10 -4.01  0.26
O: 3.17 -5.39 -4.46  -0.54
H: 3.34 -5.85 -5.30  0.29
H: 3.08 -6.10 -3.82  0.24
O: -1.19 -5.97 -4.04  -0.54
H: -2.02 -6.34 -3.71  0.28
H: -1.19 -6.20 -4.97  0.27
O: 3.91 -6.07 -0.91  -0.75
H: 4.20 -5.65 -0.09  0.38
H: 3.22 -5.47 -1.24  0.33
O: 3.83 -6.95 1.93  -0.58
H: 3.99 -7.42 1.09  0.32
H: 3.73 -7.66 2.58  0.27
O: 2.55 -0.12 -3.23  -0.50
H: 1.74 -0.24 -3.74  0.20
H: 2.95 0.67 -3.61  0.26
O: -4.25 -1.90 -1.06  -0.47
H: -3.41 -2.14 -0.66  0.14
H: -4.87 -1.90 -0.33  0.31
O: -0.04 -6.03 5.35  -0.66
H: -1.00 -5.92 5.44  0.32
H: 0.32 -5.43 6.02  0.33
O: 3.82 0.41 -0.43  -0.46
H: 3.80 0.17 -1.36  0.19
H: 4.58 1.00 -0.34  0.26
O: 6.62 2.01 0.25  -0.57
H: 7.38 1.70 0.77  0.29
H: 6.52 2.93 0.51  0.29
O: -0.32 6.79 1.14  -0.59
H: 0.46 6.62 0.60  0.35
H: -1.06 6.48 0.58  0.23
O: -4.69 0.99 4.57  -0.59
H: -4.49 0.86 5.50  0.30
H: -4.89 0.10 4.25  0.30
O: -3.86 -4.28 0.09  -0.57
H: -4.71 -4.60 0.41  0.27
H: -3.85 -4.51 -0.84  0.27
O: -7.16 -1.46 -2.52  -0.61
H: -6.32 -1.70 -2.11  0.24
H: -7.79 -1.46 -1.78  0.34
O: 3.99 2.87 -3.26  -0.60
H: 4.01 3.84 -3.27  0.31
H: 4.24 2.64 -2.36  0.28
O: -7.45 2.89 -3.27  -0.58
H: -7.56 3.01 -2.32  0.32
H: -8.35 2.95 -3.62  0.27
O: 1.53 7.80 -2.17  -0.58
H: 1.83 8.19 -1.34  0.29
H: 0.87 8.43 -2.51  0.27
O: -4.54 -1.91 7.22  -0.60
H: -4.19 -2.05 6.33  0.35
H: -5.21 -2.59 7.31  0.27
O: 4.25 2.77 1.91  -0.67
H: 4.41 2.63 2.85  0.33
H: 4.14 1.88 1.56  0.31
O: -9.56 3.98 -1.58  -0.61
H: -10.33 4.41 -1.96  0.30
H: -9.47 4.39 -0.71  0.30
O: -6.57 -4.41 -1.96  -0.59
H: -7.38 -4.49 -2.48  0.29
H: -6.12 -3.65 -2.36  0.34
O: -3.76 -0.18 9.67  -0.62
H: -3.83 -0.45 8.75  0.29
H: -2.95 0.35 9.70  0.33
O: 0.05 1.70 -4.02  -0.57
H: 0.97 1.98 -3.90  0.21
H: -0.27 1.57 -3.11  0.31
O: 4.25 -0.56 2.62  -0.45
H: 4.61 -0.70 1.73  0.25
H: 3.58 -1.24 2.71  0.25
O: 2.31 3.11 3.32  -0.06
H: 2.67 2.98 2.43  0.26
H: 1.64 2.42 3.40  -0.06
O: 1.96 -6.84 -6.92  -0.60
H: 1.13 -7.21 -6.59  0.28
H: 1.96 -7.06 -7.86  0.34
O: 2.66 6.27 3.47  -0.65
H: 1.96 6.58 2.88  0.29
H: 2.38 5.37 3.70  0.32
O: -2.91 -5.29 2.68  -0.58
H: -2.16 -5.64 3.18  0.26
H: -2.94 -4.35 2.91  0.31
O: 1.36 9.23 2.25  -0.62
H: 2.05 9.11 2.90  0.32
H: 0.80 8.44 2.35  0.32
O: -2.74 -0.29 -4.18  -0.47
H: -2.80 -0.53 -5.11  0.25
H: -1.93 0.23 -4.13  0.23
O: 2.66 4.47 -1.56  -0.66
H: 1.94 4.75 -2.14  0.31
H: 2.43 3.55 -1.35  0.32
O: 1.86 -6.37 -9.79  -0.65
H: 1.80 -6.62 -10.72  0.31
H: 2.64 -5.81 -9.75  0.32
O: 6.11 -0.32 5.20  -0.64
H: 5.41 0.00 4.62  0.30
H: 5.83 -1.21 5.44  0.33
O: -0.93 -8.06 -1.52  -0.61
H: -0.07 -8.27 -1.13  0.30
H: -1.54 -8.10 -0.77  0.31
O: 4.74 3.32 5.23  -0.61
H: 3.77 3.36 5.27  0.32
H: 5.03 3.92 5.93  0.32
O: 7.03 -3.60 5.04  -0.64
H: 6.96 -3.86 4.12  0.31
H: 7.84 -3.08 5.07  0.33
O: 2.07 4.06 6.51  -0.64
H: 2.00 3.80 5.58  0.21
H: 2.88 4.59 6.54  0.32
O: 9.37 0.89 -0.03  -0.63
H: 9.36 0.66 -0.97  0.32
H: 10.12 1.48 0.05  0.31
O: -2.61 0.79 -6.75  -0.58
H: -2.67 0.54 -7.68  0.31
H: -1.80 1.30 -6.70  0.28
O: -0.38 10.26 -1.90  -0.59
H: -0.09 10.65 -1.07  0.31
H: -1.04 10.89 -2.23  0.28
O: -0.77 0.41 10.85  -0.62
H: 0.08 0.19 11.24  0.30
H: -1.39 0.42 11.59  0.32
O: 4.69 -3.23 -5.96  -0.63
H: 4.33 -3.90 -5.37  0.37
H: 5.06 -3.74 -6.69  0.28
O: -1.94 0.43 -9.99  -0.61
H: -2.00 0.18 -10.92  0.30
H: -1.13 0.94 -9.94  0.31

The calculation puts the LUMO energy at -0.4 eV. Its total charge is 0. The highest occupied orbital energy comes out at -8.31 eV. The spin multiplicity is 1. The HOMO-LUMO gap is 7.9 eV.

=====

(2)
# C18H11AuF2N2O4

A structure of composition C18H11AuF2N2O4 in a non-equilibrium geometry (ωB97M-V with the def2-TZVPD basis set, the Open Molecules 2025 dataset).

Last column: Mulliken charge in e.
Atoms and positions in Å:
Au: -0.02 -0.13 -0.01  0.43
O: 3.49 2.42 -0.26  -0.41
C: 2.35 1.81 -0.28  0.23
O: 2.23 0.59 -0.32  -0.54
C: 1.16 2.71 -0.23  0.51
C: 1.23 4.09 -0.08  -0.39
C: 0.04 4.80 0.02  -0.72
C: -1.17 4.12 -0.05  -0.59
C: -1.16 2.74 -0.23  1.01
N: -0.01 2.07 -0.31  -0.24
C: -2.37 1.85 -0.28  0.49
O: -3.56 2.36 -0.30  -0.42
O: -2.22 0.63 -0.28  -0.47
H: 4.26 1.83 -0.31  0.43
H: 2.19 4.58 -0.03  0.57
H: 0.06 5.87 0.16  0.48
H: -2.10 4.67 0.05  0.26
H: -3.65 3.32 -0.34  0.32
F: 0.00 1.39 5.20  -0.27
C: 0.00 0.38 4.35  0.10
C: 0.00 0.66 2.97  -0.16
C: -0.01 -0.39 2.10  0.33
C: -0.02 -1.73 2.50  -0.69
C: -0.01 -1.96 3.90  0.44
F: -0.02 -3.19 4.37  -0.27
C: 0.00 -0.92 4.82  -0.66
C: -0.02 -2.76 1.47  1.44
C: -0.01 -4.14 1.72  -0.85
C: -0.01 -5.03 0.67  -0.31
C: -0.02 -4.55 -0.63  -0.76
C: -0.03 -3.16 -0.81  0.05
N: -0.03 -2.32 0.20  -0.32
H: -0.01 1.69 2.66  0.57
H: -0.01 -1.14 5.87  0.53
H: -0.01 -4.52 2.73  0.54
H: 0.00 -6.10 0.86  0.48
H: -0.02 -5.21 -1.48  0.43
H: -0.04 -2.74 -1.81  0.43

The calculation puts the LUMO energy at -9.2 eV. Its total charge is +2. The highest occupied orbital energy comes out at -15.07 eV. The spin multiplicity is 1. The HOMO-LUMO gap is 5.9 eV.

=====

(3)
# C18H11BrCrN3O8

A structure of composition C18H11BrCrN3O8 in a non-equilibrium geometry (ωB97M-V with the def2-TZVPD basis set, the Open Molecules 2025 dataset).

Last column: Mulliken charge in e.
Atoms and positions in Å:
Cr: 0.58 0.51 0.25  0.65
C: -0.40 -0.18 2.32  -0.59
C: 0.89 0.29 2.63  -0.34
C: 1.82 -0.50 1.92  -0.52
C: 1.09 -1.50 1.21  -0.91
C: -0.28 -1.31 1.45  -0.34
H: -1.33 0.19 2.73  0.47
H: 1.13 1.10 3.30  0.40
H: 2.90 -0.46 2.02  0.51
H: 1.52 -2.30 0.63  0.46
H: -1.07 -1.95 1.13  0.53
O: 2.82 0.20 -3.21  -0.71
C: 2.22 0.61 -2.23  0.19
O: 1.52 -0.08 -1.40  -0.49
C: 2.17 2.10 -1.93  0.70
C: 1.98 2.51 -0.61  -0.72
C: 1.63 3.83 -0.37  0.46
C: 1.60 4.77 -1.38  -0.28
C: 1.91 4.35 -2.65  -0.16
C: 2.16 3.02 -2.95  -0.71
N: 1.94 5.36 -3.73  1.05
O: 1.79 6.52 -3.42  -0.63
O: 2.23 4.98 -4.84  -0.63
N: 1.24 4.27 0.98  1.07
O: 1.10 5.46 1.17  -0.65
O: 1.06 3.41 1.81  -0.58
H: 2.37 1.91 0.21  0.41
H: 1.33 5.79 -1.17  0.60
H: 2.32 2.71 -3.97  0.55
Br: -5.07 -1.44 1.38  -0.21
C: -4.61 0.35 0.98  -0.07
C: -5.48 1.38 1.30  -0.11
N: -5.21 2.65 1.03  -0.65
C: -4.06 2.93 0.42  -0.28
C: -3.12 1.96 0.08  0.22
C: -3.41 0.64 0.36  -0.26
C: -1.81 2.37 -0.56  0.29
O: -1.70 3.49 -1.04  -0.67
O: -0.92 1.45 -0.57  -0.53
H: -6.42 1.16 1.80  0.35
H: -3.85 3.97 0.19  0.48
H: -2.69 -0.13 0.11  0.64

The calculation puts the LUMO energy (spin up / spin down) at 1.5 / 1.4 eV. Its total charge is -1. The highest occupied orbital energy (spin up / spin down) comes out at -4.42 / -6.35 eV. The spin multiplicity is 5. The HOMO-LUMO gap (spin up / spin down) is 5.9 / 7.7 eV.

=====

(4)
# C18H11Cl2NiO4

A structure of composition C18H11Cl2NiO4 in a non-equilibrium geometry (ωB97M-V with the def2-TZVPD basis set, the Open Molecules 2025 dataset).

Last column: Mulliken charge in e.
Atoms and positions in Å:
Ni: 5.56 9.35 9.53  0.09
Cl: 7.03 5.96 3.38  -0.27
C: 6.66 6.29 5.08  0.37
C: 5.41 5.77 5.49  -0.73
C: 4.98 6.13 6.76  0.44
Cl: 3.58 5.39 7.47  -0.22
C: 5.69 7.01 7.65  0.09
O: 5.22 7.41 8.74  -0.77
C: 6.92 7.47 7.13  1.12
C: 7.74 8.40 7.85  -0.22
O: 7.47 8.88 8.92  -0.41
C: 7.36 7.14 5.84  -1.03
H: 4.80 5.17 4.79  0.37
H: 8.74 8.66 7.42  0.22
H: 8.35 7.51 5.51  0.26
C: 5.86 6.11 14.06  -0.35
C: 5.79 5.97 12.63  -0.88
C: 5.75 7.10 11.82  -0.31
C: 5.70 8.42 12.38  1.25
C: 5.68 9.52 11.49  -0.09
C: 5.71 10.78 12.04  -0.38
C: 5.96 10.87 13.48  -0.71
C: 5.91 9.85 14.33  -0.89
C: 5.79 8.51 13.75  1.18
C: 5.93 7.36 14.58  -0.79
H: 5.87 5.23 14.71  0.34
H: 5.82 4.93 12.28  0.36
H: 5.80 7.02 10.75  0.44
H: 5.71 11.68 11.45  0.41
H: 5.98 11.78 14.03  0.34
H: 6.23 9.90 15.41  0.20
H: 6.05 7.61 15.64  0.26
O: 3.43 10.05 8.94  -0.60
C: 4.02 11.13 8.72  0.10
O: 5.29 11.22 8.73  -0.65
H: 3.48 12.05 8.54  0.48

The calculation puts the LUMO energy (spin up / spin down) at 2.5 / 2.5 eV. Its total charge is -1. The highest occupied orbital energy (spin up / spin down) comes out at -4.97 / -4.92 eV. The spin multiplicity is 3. The HOMO-LUMO gap (spin up / spin down) is 7.5 / 7.4 eV.

=====

Which formula does entry 4 have?
C18H11Cl2NiO4